Record 1
Molecular formula: C6H10O
Method: DFT, ωB97M-V/def2-TZVPD

## Properties
ΔE to the lowest compared entry with this formula, charge and spin: 40.5 kJ/mol
Calculated total energy: -309.82695 Ha
LUMO level: 0.035 Ha
HOMO: -9.029 eV

Positions of all 17 atoms, in Å:
C: -2.30691 0.19768 -0.16824
C: -0.82542 0.11198 0.08902
C: -0.31665 1.02248 1.17340
C: -0.05776 -0.72891 -0.60869
C: 1.37739 -1.07833 -0.32146
C: 2.43994 -0.07152 -0.70358
O: 2.24218 1.08009 -1.00251
H: -2.63485 1.22500 -0.36592
H: -2.84952 -0.14315 0.72428
H: -2.61095 -0.43682 -1.00625
H: -0.40839 2.06142 0.83198
H: 0.73591 0.85779 1.41666
H: -0.91243 0.93338 2.09046
H: -0.51339 -1.26204 -1.44227
H: 1.63896 -2.02857 -0.80505
H: 1.52552 -1.26386 0.75451
H: 3.47637 -0.47663 -0.65635

Record 2
Molecular formula: C6H10O
Method: DFT, ωB97M-V/def2-TZVPD

## Properties
ΔE to the lowest compared entry with this formula, charge and spin: 44.1 kJ/mol
Calculated total energy: -309.82558 Ha
LUMO level: 0.037 Ha
HOMO: -8.995 eV

Positions of all 17 atoms, in Å:
C: -0.30476 1.18662 1.83880
C: -0.22717 0.20758 0.71168
C: 0.49340 -0.91459 0.74308
C: 1.09450 -1.21464 -0.60200
C: 0.30645 -0.30996 -1.57717
C: -0.64357 0.54327 -0.70793
O: -2.01963 0.25378 -0.93660
H: -1.12312 1.90339 1.76573
H: 0.63432 1.75138 1.77307
H: -0.30878 0.70665 2.82066
H: 0.83317 -1.39204 1.66019
H: 1.16548 -2.26402 -0.89885
H: 2.12401 -0.84265 -0.52090
H: 0.98116 0.33026 -2.15328
H: -0.28176 -0.88487 -2.29759
H: -0.56892 1.61375 -0.92262
H: -2.15478 -0.67390 -0.69628

Record 3
Molecular formula: C6H10O
Method: DFT, ωB97M-V/def2-TZVPD

## Properties
ΔE to the lowest compared entry with this formula, charge and spin: 98.9 kJ/mol
Calculated total energy: -309.80470 Ha
LUMO level: 0.033 Ha
HOMO: -8.669 eV

Positions of all 17 atoms, in Å:
C: -2.34585 0.09188 -0.08240
C: -0.84923 0.14865 0.01238
C: -0.33188 1.12167 1.02293
C: -0.02352 -0.50522 -0.80821
C: 1.31163 -1.02848 -0.34637
C: 2.59134 -0.24054 -0.43243
O: 2.68774 0.94919 -0.60819
H: -2.85020 1.05200 0.08141
H: -2.67013 -0.57291 0.73272
H: -2.68265 -0.35202 -1.02155
H: -0.50492 2.01019 0.40688
H: 0.74527 1.10939 1.20420
H: -0.88970 1.17816 1.96484
H: -0.38136 -0.82760 -1.78341
H: 1.48120 -2.00070 -0.82545
H: 1.21831 -1.26598 0.72648
H: 3.49396 -0.86768 -0.24384

Record 4
Molecular formula: C6H10O
Method: DFT, ωB97M-V/def2-TZVPD

## Properties
ΔE to the lowest compared entry with this formula, charge and spin: 131.6 kJ/mol
Calculated total energy: -309.79225 Ha
LUMO level: 0.038 Ha
HOMO: -8.937 eV

Positions of all 17 atoms, in Å:
O: 2.49905 -0.90885 -0.10082
C: 1.25244 -0.32426 -0.38033
C: 1.06043 1.00262 0.24776
C: -0.12340 1.61988 0.14572
C: -1.23867 0.93335 -0.53304
C: -1.43953 -0.56316 0.28257
C: -0.17293 -1.38629 0.05214
H: 2.77249 -0.66058 0.79348
H: 1.12443 -0.35862 -1.45874
H: 1.79266 1.35035 0.98031
H: -0.35081 2.46903 0.78495
H: -1.00696 0.58371 -1.54622
H: -2.15002 1.55429 -0.57175
H: -1.62501 -0.37989 1.35257
H: -2.35792 -0.94155 -0.18380
H: 0.26111 -1.89080 0.91646
H: -0.29736 -2.09922 -0.78126

Record 5
Molecular formula: C6H10O
Method: DFT, ωB97M-V/def2-TZVPD

## Properties
ΔE to the lowest compared entry with this formula, charge and spin: 394.5 kJ/mol
Calculated total energy: -309.69211 Ha
LUMO level: 0.030 Ha
HOMO: -7.567 eV

Positions of all 17 atoms, in Å:
C: -2.27818 -0.69462 0.60755
C: -0.18747 -0.26546 -0.91457
O: -0.86377 -0.81457 0.76242
C: 0.08800 1.19222 -0.53628
C: 1.41813 1.22735 0.19692
C: 2.03657 0.05280 0.06944
C: 1.18973 -0.89852 -0.75642
H: -2.78112 -0.92972 1.55179
H: -2.53482 -1.40810 -0.17063
H: -2.54186 0.31092 0.26584
H: -0.55036 -0.20830 1.45075
H: 0.15881 1.73132 -1.49421
H: -0.74620 1.67607 -0.00760
H: 1.82901 2.10885 0.68449
H: 3.03283 -0.17742 0.44130
H: 1.13886 -1.92291 -0.37189
H: 1.59186 -0.97989 -1.77890

Record 6
Molecular formula: C6H10O
Method: DFT, ωB97M-V/def2-TZVPD

## Properties
ΔE to the lowest compared entry with this formula, charge and spin: 334.5 kJ/mol
Calculated total energy: -309.71498 Ha
LUMO level (alpha / beta): 0.008 / -0.027 Ha
HOMO (alpha / beta): -9.669 / -7.800 eV

Positions of all 17 atoms, in Å:
O: -2.04655 0.15427 -0.86098
C: -0.77905 -0.06230 -1.22603
C: 0.22809 1.05924 -0.89965
C: 0.42059 1.22176 0.59892
C: 1.01384 -0.08231 1.18102
C: 0.09141 -1.21111 0.90551
C: -0.59496 -1.33400 -0.30890
H: -1.71274 -1.37755 0.00349
H: -0.63773 -0.35529 -2.28850
H: -0.16473 1.97689 -1.34772
H: 1.19571 0.84015 -1.37722
H: -0.54963 1.43235 1.06339
H: 1.09838 2.04965 0.83286
H: 1.97316 -0.25932 0.66561
H: 1.22655 0.00126 2.25078
H: -0.23120 -1.82899 1.74351
H: -0.53116 -2.22470 -0.93606

Record 7
Molecular formula: C6H10O
Method: DFT, ωB97M-V/def2-TZVPD

## Properties
ΔE to the lowest compared entry with this formula, charge and spin: 111.8 kJ/mol
Calculated total energy: -309.79979 Ha
LUMO level: 0.033 Ha
HOMO: -9.023 eV

Positions of all 17 atoms, in Å:
C: -0.07105 -1.18348 -0.47392
C: -1.16403 -1.16362 0.28104
C: -1.77507 0.21471 0.36610
C: -0.99209 1.03048 -0.69416
C: 0.24139 0.17038 -1.06461
H: 0.57031 -2.04864 -0.61800
H: -1.56911 -2.02187 0.81182
H: -2.85280 0.20583 0.16739
H: -1.64635 0.62792 1.37637
H: -1.61373 1.18666 -1.58128
H: -0.70384 2.02167 -0.32711
H: 1.16408 0.59983 -0.64730
H: 0.41256 0.11480 -2.14585
C: 2.50748 0.06268 1.13955
O: 1.96358 -0.85174 1.70381
H: 3.20874 -0.08584 0.29204
H: 2.31993 1.12022 1.41411

Record 8
Molecular formula: C6H10O
Method: DFT, ωB97M-V/def2-TZVPD

## Properties
ΔE to the lowest compared entry with this formula, charge and spin: 704.8 kJ/mol
Charge: +1
Calculated total energy: -309.27675 Ha
LUMO level (alpha / beta): -0.269 / -0.269 Ha
HOMO (alpha / beta): -14.467 / -14.468 eV
Multiplicity: 2

Positions of all 17 atoms, in Å:
C: 0.05978 -0.18870 1.48094
C: 1.37022 -0.31309 1.68631
C: 0.26792 0.34287 -1.02410
C: -0.73594 0.13129 0.18551
C: -2.04124 0.29820 0.22213
C: -2.97013 -0.34093 -0.88484
H: -0.58032 -0.47850 2.36414
H: 2.18195 -0.14210 0.96290
H: 1.86276 -0.66403 2.61939
H: -0.18775 0.15535 -1.88775
H: 1.13787 -0.37139 -1.19476
H: -2.42306 -0.87171 -1.63411
H: -3.72390 -1.09039 -0.59666
H: -3.55611 0.36084 -1.48020
H: 0.91641 1.26537 -1.21403
H: 3.91570 0.33466 -1.27386
O: 3.09411 0.24050 -0.83259

Record 9
Molecular formula: C6H10O
Method: DFT, ωB97M-V/def2-TZVPD

## Properties
ΔE to the lowest compared entry with this formula, charge and spin: 300.4 kJ/mol
Charge: +1
Calculated total energy: -309.43081 Ha
LUMO level (alpha / beta): -0.271 / -0.273 Ha
HOMO (alpha / beta): -14.922 / -14.329 eV
Multiplicity: 2

Positions of all 17 atoms, in Å:
C: -0.03297 1.04129 2.17554
C: 0.75291 1.42646 1.12344
C: 0.55435 1.19839 -0.24090
C: -0.64500 0.54913 -0.79725
C: -0.38368 -0.88951 -1.44522
O: -1.47175 -1.35198 -2.04742
C: 0.15040 -1.89645 -0.39812
H: 0.20470 1.35156 3.18500
H: 1.22836 1.76404 -0.88001
H: -0.89813 0.39999 2.05977
H: 1.67037 1.93600 1.40452
H: -1.10874 1.20748 -1.53479
H: -1.36340 0.41238 0.00694
H: 0.43579 -0.74495 -2.18094
H: 0.91631 -1.37559 0.16921
H: 0.61786 -2.75989 -0.86664
H: -0.62738 -2.26833 0.26688

Record 10
Molecular formula: C6H10O
Method: DFT, ωB97M-V/def2-TZVPD

## Properties
ΔE to the lowest compared entry with this formula, charge and spin: 210.5 kJ/mol
Charge: +1
Calculated total energy: -309.46504 Ha
LUMO level (alpha / beta): -0.182 / -0.328 Ha
HOMO (alpha / beta): -14.003 / -13.842 eV
Multiplicity: 2

Positions of all 17 atoms, in Å:
O: -0.62079 -3.59683 0.40311
C: -0.56227 -2.44800 0.71192
C: 0.25776 -1.45771 -0.13200
C: -0.58481 -0.18901 -0.47972
C: 0.07663 1.04542 0.04530
C: -0.59050 1.76185 1.02570
C: 1.26654 1.47963 -0.76577
H: -1.00744 -2.01817 1.62329
H: 1.21959 -1.10408 0.23262
H: 0.34067 -2.03255 -1.06363
H: -1.55120 -0.30023 0.03105
H: -0.87699 -0.04459 -1.52473
H: -0.32072 2.74644 1.39367
H: -1.50574 1.37306 1.45698
H: 1.58831 0.62550 -1.34910
H: 2.05634 1.93153 -0.17189
H: 0.81462 2.22773 -1.43682

Record 11
Molecular formula: C6H10O2
Method: DFT, ωB97M-V/def2-TZVPD

## Properties
ΔE to the lowest compared entry with this formula, charge and spin: 738.9 kJ/mol
Calculated total energy: -384.82096 Ha
LUMO level: -0.005 Ha
HOMO: -8.565 eV

Positions of all 18 atoms, in Å:
O: 0.10870 1.45657 1.68321
C: -0.67196 0.24834 1.80442
O: -0.69576 -0.60162 2.69186
C: -1.24835 0.02428 0.46665
C: -0.25725 -0.89457 -0.38731
C: 1.07946 -0.24106 -0.78257
C: 0.37054 -0.21986 -3.31540
C: 1.30437 0.00514 -2.24783
H: 0.50527 0.57249 2.26819
H: -1.44059 1.01890 0.01873
H: -2.21993 -0.48405 0.55500
H: -0.85851 -1.14514 -1.28820
H: -0.14076 -1.77558 0.26282
H: 1.88214 -0.92124 -0.48843
H: 1.17347 0.74505 -0.29375
H: 0.90284 0.19708 -4.17254
H: -0.42194 0.59984 -2.28998
H: 1.84707 0.91739 -2.48429

Record 12
Molecular formula: C6H10O2
Method: DFT, ωB97M-V/def2-TZVPD

## Properties
ΔE to the lowest compared entry with this formula, charge and spin: 757.2 kJ/mol
Calculated total energy: -384.81401 Ha
LUMO level: 0.035 Ha
HOMO: -9.262 eV

Positions of all 18 atoms, in Å:
C: 1.31760 1.05271 0.18169
C: -0.05279 1.44330 -0.37760
C: -1.30485 0.73494 -0.01345
C: -1.81217 -0.73594 -0.52320
C: -0.38753 -0.86601 0.05401
C: 1.01733 -1.44421 0.05348
H: 1.35780 1.05731 1.23292
H: 1.91776 1.80816 -0.39415
H: 0.21088 1.38146 -1.45608
H: -0.47418 2.62081 -0.28941
H: -2.02612 1.28392 0.48700
H: -1.98928 -0.75489 -1.58526
H: -2.77357 -1.06324 -0.18858
H: -0.21416 -0.43578 -0.81627
H: 1.12332 -2.20276 -0.87415
H: 1.21163 -1.83216 1.05306
O: 1.84203 -0.32446 -0.32862
O: -0.71824 -0.04699 1.15130

Q: Which formula does entry 12 have?
A: C6H10O2

Q: Which value of calculated total energy does entry 1 give?
A: -309.82695 Ha